w:
This record from the Open Molecules 2025 dataset describes the ion C5H12N2 with charge +1. The level of theory is ωB97M-V with the def2-TZVPD basis set.

Geometry as XYZ:
```
19
Properties=species:S:1:pos:R:3
C -2.2841 -0.3571 -0.4191
C -1.1712 -1.0958 -1.1586
C -0.1341 -0.1938 -1.8097
C 0.6279 0.8229 -0.9067
N 1.1872 0.3291 0.3166
C 0.6740 0.3579 1.5436
N 1.4270 0.0664 2.5583
H -3.0937 -1.0601 -0.2942
H -2.0210 0.1741 0.4846
H -2.7628 0.3704 -1.0730
H -1.5243 -1.7524 -1.9348
H -0.7095 -1.7366 -0.4043
H -0.6199 0.5546 -2.4379
H 0.5272 -0.8081 -2.4173
H 1.4081 1.1808 -1.5720
H -0.0090 1.6808 -0.6777
H 2.2126 0.3126 0.4025
H -0.3912 0.5067 1.6242
H 0.8970 -0.0056 3.4250
```

Calculated values
- Multiplicity: 2
- Highest occupied orbital energy (spin up / spin down): -15.57 / -15.57 eV
- Total charge: +1
- Frontier orbital gap (spin up / spin down): 11.7225 / 7.2828 eV

***

x:
This record from the Open Molecules 2025 dataset describes the ion C5H12N2 with charge +1. The level of theory is ωB97M-V with the def2-TZVPD basis set.

Geometry as XYZ:
```
19
Properties=species:S:1:pos:R:3
C 1.7096 -0.9171 -0.5540
C 1.4895 0.5096 -1.1092
C 0.0478 1.0199 -1.0200
N -1.9930 0.2172 2.1511
C -1.5116 0.2472 0.8359
C -0.4746 0.9454 0.3798
N 0.5654 -1.7159 -0.7127
H 1.9801 -0.7636 0.4993
H 2.5252 -1.4609 -1.0252
H 1.9328 0.5839 -2.0974
H 2.0824 1.1528 -0.4622
H 0.0836 2.0575 -1.3704
H -0.6032 0.5473 -1.7422
H -2.0059 1.1020 2.6290
H -1.5564 -0.4898 2.7261
H -2.0543 -0.3999 0.1317
H 0.0484 1.5967 1.0778
H -0.3728 -1.3318 -0.6500
H 0.6205 -2.7266 -0.7805
```

Calculated values
- Multiplicity: 2
- Highest occupied orbital energy (spin up / spin down): -12.84 / -12.75 eV
- Total charge: +1
- Frontier orbital gap (spin up / spin down): 9.6598 / 4.6214 eV

***

Which of them is the most stable? Correct choice: w.

***

w:
This record from the Open Molecules 2025 dataset describes a cluster of 2 separate species, C2H2N2OS in total. The level of theory is ωB97M-V with the def2-TZVPD basis set.

Geometry as XYZ:
```
8
Properties=species:S:1:pos:R:3
C 0.2855 -0.3573 -0.3189
C -1.0387 1.1881 2.3344
N -0.3365 0.5768 -0.5658
N -1.8069 1.5561 1.5395
O 1.5896 -2.0691 -1.6869
S 1.3141 -1.7363 -0.0849
H -2.2499 2.1976 0.8733
H 2.2427 -1.3559 -2.0906
```

Calculated values
- Highest occupied orbital energy: -10.06 eV
- Total charge: 0
- Frontier orbital gap: 9.7562 eV

***

x:
This record from the Open Molecules 2025 dataset describes the molecule C2H2N2OS. The level of theory is ωB97M-V with the def2-TZVPD basis set.

Geometry as XYZ:
```
8
Properties=species:S:1:pos:R:3
C 0.5920 0.2393 -0.7229
C 1.0671 -0.2477 0.5745
N -1.6840 0.0276 -0.3125
N -0.6963 -0.0520 -0.9237
O 0.3193 -0.4500 1.5056
S -2.8229 0.4916 0.6717
H 1.0987 0.2970 -1.6259
H 2.1261 -0.3057 0.8333
```

Calculated values
- SMILES string: O=C/C=N\N=S
- Highest occupied orbital energy (spin up / spin down): -8.32 / -8.32 eV
- Total charge: 0
- Frontier orbital gap (spin up / spin down): 6.9012 / 6.8990 eV

***

Which of them is the most stable? Correct choice: w.

***

w:
This record from the Open Molecules 2025 dataset describes the molecule C2H2N2OS. The level of theory is ωB97M-V with the def2-TZVPD basis set.

Geometry as XYZ:
```
8
Properties=species:S:1:pos:R:3
C 1.3784 0.3530 0.2106
C -2.2964 -0.0117 -0.0120
N 2.0742 -0.6417 -0.1647
N -1.3500 0.7029 -0.2994
O 0.0436 0.8139 0.2560
S -3.5928 -0.8092 0.1395
H 2.0519 1.1240 0.4408
H 1.6911 -1.5314 -0.5710
```

Calculated values
- SMILES string: [H]/N=C\ON=C=S
- Highest occupied orbital energy: -9.83 eV
- Total charge: 0
- Frontier orbital gap: 8.4358 eV

***

x:
This record from the Open Molecules 2025 dataset describes the molecule C2H2N2OS. The level of theory is ωB97M-V with the def2-TZVPD basis set.

Geometry as XYZ:
```
8
Properties=species:S:1:pos:R:3
C 0.0163 1.6392 -0.2043
C 0.0198 0.2455 0.1820
N -0.2149 2.3890 1.3441
N -0.0983 1.4902 2.1132
O -0.0614 0.2542 1.6185
S -0.1357 2.4755 -1.5895
H -0.9713 -0.3039 -0.0377
H 0.9757 -0.2790 -0.2493
```

Calculated values
- SMILES string: S=C1CON=N1
- Highest occupied orbital energy (spin up / spin down): -9.27 / -9.26 eV
- Total charge: 0
- Frontier orbital gap (spin up / spin down): 8.1101 / 8.1094 eV

***

Which of them is the most stable? Correct choice: x.

***

w:
This record from the Open Molecules 2025 dataset describes a cluster of 2 separate species, C2H9N2O in total. The level of theory is ωB97M-V with the def2-TZVPD basis set.

Geometry as XYZ:
```
14
Properties=species:S:1:pos:R:3
C 0.3592 -0.9339 -0.0974
C 0.4611 0.5563 0.2044
N 0.3958 1.3627 -0.9245
N -1.1011 -1.2646 -0.0858
O -0.4825 0.8528 1.1712
H 0.7951 -1.1673 -1.0679
H 0.8524 -1.5163 0.6795
H 1.9868 0.7141 1.0682
H 0.2412 2.3430 -0.7396
H 1.1460 1.2417 -1.5863
H -1.5755 -0.7816 -0.8610
H -1.4596 -0.8535 0.7984
H -1.2868 -2.2729 -0.1255
H -0.3321 1.7195 1.5663
```

Calculated values
- Highest occupied orbital energy: -13.04 eV
- Total charge: +1
- Frontier orbital gap: 9.4438 eV

***

x:
This record from the Open Molecules 2025 dataset describes a cluster of 2 separate species, C2H9N2O in total. The level of theory is ωB97M-V with the def2-TZVPD basis set.

Geometry as XYZ:
```
14
Properties=species:S:1:pos:R:3
C -0.8905 1.3992 0.4853
N -0.0389 0.2070 0.4665
C 1.2031 0.2527 0.8479
N 1.9675 -0.8091 1.0259
H -1.8926 1.1493 0.1709
H -0.5179 2.1328 -0.2308
H -0.8948 1.8552 1.4618
H -0.4265 -0.6775 0.1666
H 1.5650 1.2365 1.1167
H 1.7481 -1.6751 0.5547
H 2.9224 -0.6723 1.3028
H -2.0682 -1.4152 -3.0678
H -0.9087 -1.7088 -2.1400
O -1.7680 -1.2747 -2.1606
```

Calculated values
- Highest occupied orbital energy: -15.13 eV
- Total charge: +1
- Frontier orbital gap: 11.3418 eV

***

Which of them is the most stable? Correct choice: x.

***

w:
This record from the Open Molecules 2025 dataset describes the molecule H2N2O3S. The level of theory is ωB97M-V with the def2-TZVPD basis set.

Geometry as XYZ:
```
8
Properties=species:S:1:pos:R:3
N 0.5538 0.8044 -0.7468
N 0.0338 -0.9220 1.0338
O -0.6292 -1.7559 1.6409
O 1.0539 -0.3922 1.3613
O -1.8792 0.3701 -0.1624
S -0.7441 -0.2921 -0.6428
H 1.2170 0.3825 -1.4223
H 0.3939 1.8051 -1.0617
```

Calculated values
- Highest occupied orbital energy: -9.96 eV
- Total charge: 0
- Frontier orbital gap: 9.9348 eV

***

x:
This record from the Open Molecules 2025 dataset describes a cluster of 2 separate species, H2N2O3S in total. The level of theory is ωB97M-V with the def2-TZVPD basis set.

Geometry as XYZ:
```
8
Properties=species:S:1:pos:R:3
N -1.0529 -1.6133 0.4465
N -0.2774 1.5957 -0.9358
O 0.9343 1.5904 -0.7933
O -1.0539 1.8899 -1.7910
O -0.5991 -0.4739 0.7404
S 0.8845 0.0074 1.3307
H -0.4309 -2.3182 0.5155
H 1.5954 -0.6779 0.4868
```

Calculated values
- Highest occupied orbital energy (spin up / spin down): -9.63 / -8.74 eV
- Total charge: 0
- Frontier orbital gap (spin up / spin down): 9.4704 / 7.1711 eV

***

Which of them is the most stable? Correct choice: w.

***

w:
This record from the Open Molecules 2025 dataset describes the molecule C4H6ClF. The level of theory is ωB97M-V with the def2-TZVPD basis set.

Geometry as XYZ:
```
12
Properties=species:S:1:pos:R:3
C -0.0943 0.1837 -1.4747
C 0.2365 -0.5456 -0.2070
C -0.7235 -0.2971 1.0226
C 0.6162 0.1232 1.0204
H -0.6303 -0.3833 -2.2253
H -0.9021 1.0341 -1.3272
H 0.8210 0.6176 -1.8039
H 0.6150 -1.5236 -0.1778
H -1.5492 0.4945 0.7696
H -0.9984 -1.2189 1.5658
F 1.5278 -0.3848 1.8993
Cl 1.0814 1.9003 0.9380
```

Calculated values
- SMILES string: C[C@@H]1C[C@]1(F)Cl
- Highest occupied orbital energy: -10.50 eV
- Total charge: 0
- Frontier orbital gap: 11.4164 eV

***

x:
This record from the Open Molecules 2025 dataset describes the molecule C4H6ClF. The level of theory is ωB97M-V with the def2-TZVPD basis set.

Geometry as XYZ:
```
12
Properties=species:S:1:pos:R:3
C -0.9586 -1.1896 0.5574
C 0.4881 -0.9899 0.2172
C 1.0048 0.1209 -0.2789
C 0.1818 1.4203 -0.4392
H -1.2276 -1.1641 1.6010
H -1.2460 -2.1537 0.1677
H 1.0516 -1.8657 0.3678
H 2.0117 0.1998 -0.6665
H -0.2209 1.4051 -1.4492
H -0.5963 1.5369 0.3205
F -1.6947 -0.2139 -0.0863
Cl 1.2062 2.8939 -0.3117
```

Calculated values
- SMILES string: FC/C=C\CCl
- Highest occupied orbital energy: -9.95 eV
- Total charge: 0
- Frontier orbital gap: 10.9041 eV

***

y:
This record from the Open Molecules 2025 dataset describes a cluster of 2 separate species, C4H6ClF in total. The level of theory is ωB97M-V with the def2-TZVPD basis set.

Geometry as XYZ:
```
12
Properties=species:S:1:pos:R:3
C -0.0719 -0.1119 -0.0289
C 2.2157 -0.6678 0.3431
C -0.6122 1.0705 -0.7680
C -1.0669 -0.8757 0.7489
F 2.5280 -1.3037 -0.9041
Cl 2.8520 0.9272 0.2380
H -1.7338 0.9508 -0.9450
H 0.0692 1.4338 -1.5451
H -0.3422 1.7220 0.1644
H -0.7448 -0.7862 1.7562
H -1.0409 -1.9098 0.4443
H -2.0522 -0.4492 0.4962
```

Calculated values
- Highest occupied orbital energy: -8.13 eV
- Total charge: 0
- Frontier orbital gap: 7.7376 eV

***

Which of them is the most stable? Correct choice: x.